1.
# C20H21N3O4S2

An isolated molecule of C20H21N3O4S2 at a distorted geometry (ωB97M-V with the def2-TZVPD basis set, the OMol25 dataset).

```
50
Properties=species:S:1:pos:R:3:forces:R:3:mulliken_charge:R:1
C -0.807236 2.588671 -2.013419 -0.1123 -0.3957 0.0480 -0.899
C -1.072880 1.174540 -2.509494 0.4167 0.3383 -0.3337 -0.284
O -1.687994 0.373584 -1.500770 -0.2315 -0.0746 0.2081 -0.362
C -0.878942 -0.151690 -0.576997 0.2229 -0.0826 0.0906 0.757
O 0.333396 0.003827 -0.619427 -0.1683 0.0680 -0.1711 -0.549
C -1.551421 -0.887754 0.487848 0.2067 -0.0793 0.2289 -0.176
C -0.836536 -1.226556 1.638358 -0.2782 -0.0356 0.0822 0.112
N 0.488376 -0.972444 1.832587 -0.0011 0.0260 -0.3800 0.347
C 1.095984 -1.151405 3.039914 0.3464 0.0397 -0.0541 0.721
O 0.518935 -1.647190 3.981261 0.2356 -0.0201 0.2376 -0.649
C 2.527050 -0.669153 3.077642 0.1037 0.4415 -0.0265 -0.672
S 2.646444 1.081540 2.570185 0.0680 -0.0346 0.3003 -0.158
C 2.901918 0.899658 0.837082 0.0682 0.0522 0.0273 0.602
N 3.083809 -0.321650 0.372589 0.0692 -0.0308 0.1103 -0.445
C 3.260547 -0.507328 -0.928828 0.0967 0.2119 -0.2943 0.469
C 3.407152 -1.921469 -1.383067 -0.0017 0.0110 -0.0634 -1.527
C 3.276764 0.556641 -1.823420 -0.0063 0.0295 0.1666 -0.617
C 3.088526 1.851269 -1.364495 -0.0099 -0.1200 0.1817 1.273
C 3.103646 3.021184 -2.292448 0.0173 0.0167 -0.0218 -1.926
C 2.894448 2.035008 0.011888 0.1453 -1.0487 -0.3582 0.489
C 2.653817 3.314156 0.549884 -0.1018 0.4637 0.1607 -0.481
N 2.436132 4.360198 0.967917 -0.0450 0.3458 0.1461 -0.515
S -1.787786 -1.967420 2.845457 -0.4488 0.0882 -0.5223 -0.261
C -3.193821 -1.860262 1.799329 0.8466 0.1511 0.0084 0.373
C -4.388558 -2.394784 2.442509 -0.3412 -0.0077 -0.1707 0.924
C -5.738139 -2.193851 1.799546 -0.0495 -0.1312 0.2666 -1.426
O -4.274054 -2.969564 3.507579 -0.1613 -0.0553 0.1023 -0.607
C -2.919549 -1.277401 0.583472 -0.1691 -0.2208 0.4127 0.137
C -3.897443 -1.111254 -0.530593 -0.1163 -0.0393 -0.1358 -1.606
H -1.730798 3.044484 -1.665514 -0.0617 0.0930 0.0044 0.370
H -0.094906 2.570041 -1.191896 0.0713 0.0362 0.0516 0.088
H -0.398220 3.187480 -2.822054 0.0415 0.1064 -0.0973 0.376
H -1.783159 1.175503 -3.338787 0.0950 -0.0463 0.0906 0.337
H -0.135836 0.699171 -2.819281 -0.2014 0.0469 -0.0319 0.260
H 0.980098 -0.589623 1.019969 -0.1240 -0.1352 0.3046 -0.030
H 3.144194 -1.231590 2.375277 -0.0398 -0.0642 0.1586 0.270
H 2.914601 -0.738226 4.091912 -0.0716 -0.0254 -0.0639 0.439
H 4.129313 -1.996875 -2.192155 0.0266 -0.0647 -0.0771 0.439
H 3.713547 -2.551989 -0.553257 0.0248 -0.0216 0.0113 0.350
H 2.444493 -2.279388 -1.747638 -0.0684 -0.0690 -0.0457 0.268
H 3.417333 0.370796 -2.877122 0.0235 -0.0074 -0.1203 0.433
H 4.101306 3.462270 -2.305853 0.0196 0.0626 -0.0233 0.401
H 2.408886 3.790424 -1.961885 -0.0256 0.0574 -0.0413 0.417
H 2.853421 2.713927 -3.305065 -0.0044 0.0115 -0.0466 0.385
H -5.849846 -2.874722 0.957859 -0.0165 -0.0083 -0.1187 0.331
H -6.507566 -2.425541 2.532142 0.0139 -0.0066 0.0175 0.352
H -5.855958 -1.173324 1.448439 -0.0297 0.0789 -0.1125 0.374
H -3.377308 -1.059904 -1.481206 -0.1289 -0.0337 -0.0089 0.379
H -4.456502 -0.183917 -0.408134 -0.0792 0.0684 -0.0790 0.321
H -4.599676 -1.938099 -0.557842 -0.0658 0.0138 -0.0190 0.400
```
Positions in Å, forces in eV/Å.

Output
SMILES: CCOC(=O)c1c(NC(=O)CSc2nc(C)cc(C)c2C#N)sc(C(C)=O)c1C
LUMO level: 0.065 eV
Highest occupied orbital energy: -8.39 eV
Gap between HOMO and LUMO: 8.5 eV
Energy relative to the best compared isomer or geometry (same formula, charge and spin): 1.6 kcal per mole

***

2.
# C22H60F3O30P6SZn

A structure of composition C22H60F3O30P6SZn at a distorted geometry (ωB97M-V with the def2-TZVPD basis set, the OMol25 dataset).

```
123
Properties=species:S:1:pos:R:3:forces:R:3:mulliken_charge:R:1
Zn 23.106484 -8.915352 17.637119 -0.6885 -0.3471 -0.3875 1.710
C 19.877019 -6.692788 15.861084 -0.1969 -0.1181 -0.0822 -0.006
F 18.714544 -6.758970 15.208205 0.5091 0.1973 0.1045 -0.134
F 20.892416 -6.898596 14.994583 -0.5111 0.2262 0.0566 -0.059
F 20.017467 -5.469148 16.396118 -0.4429 -0.4177 -0.6008 -0.124
S 19.934780 -7.944912 17.198510 -0.0733 -0.4214 0.9899 0.311
O 21.391235 -8.082353 17.344079 0.1490 0.6036 -0.1842 0.744
O 19.353186 -7.338468 18.358922 -0.1450 0.3803 -0.2374 -0.272
O 19.298267 -9.124586 16.693970 0.0651 -0.1555 -0.4491 -0.857
C 13.258680 -6.822447 12.924435 0.1342 -0.2522 -0.1631 -0.734
O 13.935533 -5.582831 12.640572 -0.4413 -0.1296 0.2261 -0.273
P 15.344634 -5.562620 11.965958 0.4739 0.1168 0.1296 0.869
O 15.909168 -6.832738 11.538449 0.0817 -0.4300 -0.2414 -0.767
O 16.195222 -4.827725 13.092405 -0.1778 0.0668 0.4124 0.132
C 17.585928 -4.746559 12.890008 1.2853 0.2792 -0.2120 -0.383
O 15.248976 -4.504111 10.807476 -0.3149 0.2370 -0.2606 -0.379
C 14.551970 -3.261438 11.005288 0.1775 0.1429 0.0049 -0.588
H 12.443785 -6.927860 12.213236 -0.1481 0.0365 0.1434 0.263
H 12.907278 -6.799719 13.950850 -0.1350 0.1877 -0.0145 0.247
H 13.925988 -7.675359 12.805437 0.1142 0.1250 -0.0569 0.356
H 18.090349 -4.497730 13.824044 -0.3795 0.0313 0.1750 -0.322
H 17.859568 -3.960565 12.176143 -0.2727 -0.0367 -0.0261 0.384
H 18.025463 -5.680821 12.531304 -0.3145 -0.0879 -0.0110 0.398
H 14.228845 -2.914290 10.028937 -0.0682 -0.0950 -0.0338 0.253
H 15.224263 -2.512449 11.427353 0.0566 -0.1131 0.0620 0.214
H 13.698801 -3.395742 11.666581 -0.0531 0.0011 -0.0701 0.314
C 13.994559 -6.937551 22.156347 -0.5124 0.1136 -0.0518 -0.689
O 14.245185 -6.714065 20.756307 -0.3956 -0.0277 0.3045 -0.387
P 15.707046 -6.935063 20.266820 -0.0296 0.0445 0.1797 0.907
O 16.342086 -8.178925 20.700063 0.5342 -0.3051 0.0749 -0.643
O 16.411258 -5.612652 20.762608 -0.1370 0.3209 0.3777 -0.272
C 17.822190 -5.491545 20.755074 0.4906 -0.2706 -0.4437 -0.220
O 15.536865 -6.746257 18.724834 -0.0254 -0.2600 -0.5192 -0.228
C 16.204569 -7.646459 17.836762 0.3264 0.2588 -0.8031 -0.230
H 13.466755 -6.056626 22.513586 0.0968 -0.0202 0.1606 0.265
H 14.905016 -7.111511 22.724500 0.0777 0.0873 -0.0419 0.326
H 13.347479 -7.807060 22.252930 0.0348 -0.0186 -0.0267 0.266
H 18.193683 -5.418301 19.729786 -0.0514 0.0963 -0.0090 -0.123
H 18.288176 -6.377787 21.190399 -0.0412 0.0912 0.1907 0.237
H 18.089664 -4.591087 21.297099 -0.0641 0.0010 0.1184 0.369
H 16.892969 -8.301848 18.359933 -0.0975 -0.0537 0.0694 0.143
H 16.765954 -7.022667 17.139041 0.0599 -0.0824 0.0449 -0.066
H 15.496039 -8.221501 17.241933 -0.2224 -0.0076 0.2960 0.341
C 21.364995 -3.537375 14.355971 0.1856 -0.7460 -0.4507 0.741
O 21.403143 -2.131925 14.140557 -0.0842 -0.0636 -0.1796 -0.556
P 21.813914 -1.202417 15.338037 -0.1116 0.0699 -0.1919 1.339
O 21.053050 -1.377329 16.563114 -0.0191 0.0716 0.4984 -0.816
O 23.372243 -1.529287 15.499183 0.0462 -0.0651 -0.2283 -0.221
C 24.129002 -0.668785 16.348769 0.5173 0.1115 0.1984 -0.794
O 21.752282 0.230389 14.707665 0.1836 0.0933 0.0893 -0.301
C 22.624632 0.633203 13.636571 0.0528 0.0916 -0.0091 -0.825
H 22.098150 -3.981849 13.677875 0.0463 -0.0484 0.2102 0.281
H 20.396481 -3.964689 14.097275 -0.1665 0.4243 -0.0369 -0.045
H 21.580646 -3.827096 15.381324 -0.0954 0.3016 -0.3850 -0.726
H 24.900542 -0.164816 15.763408 -0.0980 -0.0457 -0.0929 0.294
H 24.630372 -1.279214 17.099589 -0.1273 0.0693 0.0719 0.157
H 23.521597 0.088832 16.842687 -0.1208 -0.1089 0.0347 0.406
H 23.137391 1.537062 13.958901 -0.2177 0.1599 -0.1192 0.284
H 21.998120 0.798555 12.766163 0.1035 0.1708 -0.0839 0.282
H 23.400954 -0.093626 13.392525 -0.2406 -0.2609 0.1496 0.323
C 22.869203 -10.892844 21.916387 0.7983 -0.2769 0.4268 -0.642
O 22.554761 -11.774480 20.825976 0.1109 0.1544 0.1017 -0.353
P 21.645985 -11.289962 19.660462 -1.0018 0.3926 0.6786 -0.562
O 22.240671 -10.262356 18.771853 1.1320 0.6909 -0.1271 0.817
O 21.321449 -12.605856 18.956434 0.0894 -1.0458 -0.8794 -0.448
C 20.679344 -12.600346 17.649891 -0.4734 -0.0328 0.5879 -0.097
O 20.269690 -10.816779 20.239670 0.3900 0.4630 0.0808 -0.157
C 20.003801 -9.421737 20.595384 -0.1185 -0.3549 0.2927 -0.355
H 23.546932 -11.459580 22.552542 -0.1145 -0.0168 0.0003 0.275
H 22.002036 -10.618732 22.511488 -0.2094 0.0211 -0.2557 0.264
H 23.431356 -10.022439 21.575912 -0.2605 0.0982 -0.1409 0.251
H 21.391031 -12.934832 16.904590 0.1256 0.1035 -0.0061 -0.036
H 20.263462 -11.614507 17.441299 0.1263 0.0224 -0.2099 0.027
H 19.857543 -13.306285 17.726794 0.0321 -0.0467 -0.0815 0.356
H 20.878210 -8.798399 20.420838 -0.0817 0.0378 -0.3072 0.256
H 19.781740 -9.392792 21.659908 -0.1395 -0.1130 -0.0278 0.410
H 19.139330 -9.106490 20.020525 0.1153 0.1364 0.0463 -0.012
C 22.561532 -4.459101 17.285956 -0.4458 0.0134 0.3154 -0.933
O 23.235117 -5.204954 16.247050 -0.3843 0.1669 -0.2703 1.529
P 24.483142 -6.090815 16.460987 -0.4966 0.6486 0.1571 -1.033
O 24.165592 -7.422078 17.011839 0.2959 -1.1076 0.5654 -0.295
O 25.179076 -6.102515 15.080410 0.2383 -0.3784 -0.2671 -0.276
C 24.870496 -7.050150 14.060505 -0.0161 -0.1909 -1.1650 -0.387
O 25.436371 -5.322226 17.396603 0.5831 0.3239 0.3389 -0.394
C 25.925113 -4.000487 17.031003 -0.1810 -0.0421 -0.2547 -0.805
H 22.511069 -3.425332 16.950387 0.2711 0.0146 0.4015 0.293
H 23.050389 -4.572587 18.250750 0.2103 0.1088 -0.0437 0.567
H 21.540055 -4.827697 17.366229 0.5008 0.0350 0.1536 -0.003
H 25.776956 -7.569894 13.754470 0.0677 -0.0133 0.3352 0.319
H 24.525318 -6.514164 13.174643 -0.1053 0.1285 0.2073 0.295
H 24.108264 -7.774814 14.342291 0.0374 0.0765 0.3252 -0.099
H 27.006165 -4.057273 17.060806 0.0490 0.1910 0.2390 0.376
H 25.491112 -3.284658 17.722298 0.2722 -0.0620 0.2304 0.303
H 25.621365 -3.701698 16.025617 -0.0837 -0.2648 -0.0024 0.308
C 17.980763 -3.073679 17.107807 -0.5616 -0.0977 -0.7531 -0.686
O 18.185074 -1.916682 16.283462 0.2213 -0.5208 -0.2421 0.585
P 17.495473 -0.564127 16.680674 -0.7875 -0.2807 -0.8520 0.510
O 17.621130 -0.136981 18.049265 0.1761 0.4334 1.3876 -0.790
O 18.061655 0.397056 15.572545 0.4676 0.2675 -0.1201 -0.307
C 18.603574 1.660137 15.984041 0.1295 0.4965 -0.0620 -0.734
O 15.971788 -0.765742 16.272528 -0.0167 -0.1293 -0.1988 -0.430
C 15.657616 -1.299848 14.975179 -0.1033 0.0344 0.1773 -0.662
H 17.508803 -3.840531 16.482366 0.2121 0.0042 -0.0067 0.208
H 17.268470 -2.880290 17.908415 0.3724 0.1143 0.3250 0.552
H 18.958936 -3.412130 17.424646 -0.0142 0.0174 0.4012 0.016
H 19.410796 1.931581 15.306490 -0.0539 -0.2021 -0.1080 0.147
H 18.996896 1.629956 16.997693 -0.0772 -0.1957 0.0185 0.368
H 17.830845 2.428258 15.931775 -0.0424 -0.0939 -0.0076 0.331
H 14.793615 -0.748746 14.610959 0.0225 -0.0243 -0.0668 0.356
H 15.403086 -2.354858 15.068910 -0.0097 -0.0329 0.0240 0.279
H 16.487813 -1.198970 14.276189 -0.0031 0.1013 0.0177 0.256
C 21.574100 -9.916851 13.693360 -0.4353 0.8355 0.0585 -0.499
O 22.320521 -11.072532 14.101613 0.0292 0.0002 -0.5451 -0.369
C 22.975818 -10.988717 15.217722 0.0751 -0.7422 0.7419 0.625
O 23.026024 -9.995177 15.925428 0.2805 0.3423 -0.3616 -0.170
O 23.566071 -12.102590 15.600022 -0.0256 0.4775 0.2407 -0.325
C 23.400674 -13.315953 14.865350 0.1902 -0.9890 0.0161 -0.783
H 20.842389 -9.658710 14.459101 -0.0601 -0.1646 -0.0501 0.171
H 21.092849 -10.151518 12.752287 -0.0205 -0.2867 0.0453 0.341
H 22.205049 -9.040078 13.541624 0.2533 -0.2480 0.0821 0.170
H 23.552015 -14.134740 15.569685 0.0286 0.2633 0.1750 0.282
H 24.185722 -13.417038 14.119293 -0.2043 0.2482 -0.2378 0.324
H 22.402017 -13.431981 14.456379 0.0421 0.2703 -0.2143 0.363
```
Positions in Å, forces in eV/Å.

Output
Charge: +1
LUMO level: -2.730 eV
Highest occupied orbital energy: -11.68 eV
Gap between HOMO and LUMO: 8.9 eV

***

3.
# C4H8O2

A cluster of 2 separate species, C4H8O2 in total (ωB97M-V with the def2-TZVPD basis set, the OMol25 dataset).

```
14
Properties=species:S:1:pos:R:3:forces:R:3:mulliken_charge:R:1
C 1.192528 -1.125001 1.361859 0.2523 -0.2606 0.1373 -0.633
C -0.982272 -0.260788 1.261162 -0.1173 0.1243 -0.0430 -1.020
C -0.393520 0.285555 0.110755 0.1137 -0.0449 0.0735 0.900
O 0.866002 0.257580 -0.015565 -0.2331 0.0789 -0.0319 -0.563
O -1.140205 0.790115 -0.872129 0.0045 -0.0819 0.1669 -0.347
C -0.453380 1.134917 -2.075335 0.1252 0.0619 -0.2120 -0.602
H 0.889214 -1.294257 2.387495 -0.0337 0.0674 -0.1375 0.350
H 1.008381 -1.969012 0.710262 -0.0243 0.1482 0.0570 0.308
H 2.191970 -0.706484 1.290477 -0.1856 -0.0003 -0.0067 0.267
H -2.044211 -0.496423 1.242626 0.1292 0.0140 -0.0025 0.286
H -0.649884 0.213509 2.179935 0.0240 -0.0703 -0.1097 0.279
H -1.223769 1.281679 -2.835318 0.1352 -0.0259 0.1580 0.212
H 0.119917 2.054379 -1.933233 -0.0885 -0.1078 -0.0431 0.264
H 0.232524 0.334562 -2.363876 -0.1018 0.0969 -0.0062 0.301
```
Positions in Å, forces in eV/Å.

Output
LUMO level (alpha / beta): 0.058 / 0.058 eV
Highest occupied orbital energy (alpha / beta): -7.72 / -7.72 eV
Gap between HOMO and LUMO (alpha / beta): 7.8 / 7.8 eV
Energy relative to the best compared isomer or geometry (same formula, charge and spin): 116.1 kcal per mole

***

4.
# C4H4Br3N

A structure of composition C4H4Br3N at a distorted geometry (ωB97M-V with the def2-TZVPD basis set, the OMol25 dataset).

```
12
Properties=species:S:1:pos:R:3:forces:R:3:mulliken_charge:R:1
C 1.607215 -0.002873 0.006576 -5.4627 -0.8519 0.2719 0.362
C 0.135350 0.001097 1.209029 2.4324 2.4920 -4.5213 -1.041
C -0.319506 -0.077520 -1.313332 -0.2433 -1.5271 2.6131 -0.622
C -1.007169 0.085603 0.225787 1.4319 -2.2715 -1.3745 0.412
N 1.089419 -0.132108 -1.134499 2.1140 0.8437 0.0231 -0.423
Br 3.364200 0.054128 0.559821 0.1650 -0.0326 -0.1164 -0.073
Br -1.856787 1.711070 0.341215 -1.0894 1.6648 0.0530 -0.034
Br -2.321695 -1.437831 0.542836 0.7998 0.8402 -0.2203 -0.113
H 0.185471 -0.902274 1.646891 0.4070 -2.5692 2.2721 0.460
H 0.412957 0.944242 1.614505 -0.3775 0.2090 1.3932 0.396
H -0.629584 -0.994167 -1.828650 -0.1789 0.1355 0.3610 0.328
H -0.659870 0.750637 -1.870182 0.0017 1.0669 -0.7549 0.348
```
Positions in Å, forces in eV/Å.

Output
LUMO level: 0.238 eV
Highest occupied orbital energy: -9.54 eV
Gap between HOMO and LUMO: 9.8 eV
Energy relative to the best compared isomer or geometry (same formula, charge and spin): 27.9 kcal per mole